No. 1
Density functional theory data (wB97M-V/def2-TZVPD) for a molecular structure, C6H12N3O3S in a non-equilibrium geometry.

Geometry as XYZ:
```
25
Properties=species:S:1:pos:R:3:forces:R:3
H 3.030433 -2.744319 0.197464 1.2 -2.0 -2.2
H 1.710464 -2.429270 1.304771 0.9 0.1 -0.6
C -2.399853 2.589076 0.093040 0.3 -2.2 -2.8
H 3.454140 -0.463304 -1.485247 1.1 -0.7 -1.2
H -3.028114 -2.375075 -0.741925 0.0 0.0 0.3
H 0.575450 -0.409570 1.319379 -2.2 -0.8 3.6
C 1.017300 -0.194665 0.465888 3.0 0.0 -2.6
C -0.271859 1.820132 -0.356774 -0.4 -1.9 -0.2
N -1.338533 1.559736 0.285287 1.6 2.6 -0.6
H 3.267417 -1.631768 1.465279 0.6 0.0 0.5
H -2.751466 2.882653 1.042693 0.1 1.4 0.8
C 2.479235 -0.318163 -1.153425 -1.0 2.0 0.7
N 0.781826 0.818654 -0.337577 -0.6 2.3 -0.3
C 1.675557 0.787873 -1.341692 2.6 -1.9 -1.8
N 2.072360 -0.877365 0.010550 -1.4 0.2 0.4
H 1.818103 1.363129 -2.245337 -0.8 0.7 0.5
H -1.882680 -1.646830 1.919437 0.0 -0.3 0.5
S -2.037363 -0.663992 0.087435 0.9 -1.0 -0.5
C 2.583924 -2.016045 0.736882 -2.3 1.7 3.0
H -2.094635 3.176435 -0.808583 -0.3 0.9 1.6
O -0.850422 -1.065085 -0.702303 -1.8 0.0 0.2
O -1.494684 -0.802785 1.655741 -1.2 -0.2 -0.9
O -3.000117 -1.981226 0.149492 0.2 -0.3 0.1
H -3.271830 2.097767 -0.363276 0.1 -0.5 0.4
H -0.044665 2.524010 -1.197210 -0.5 -0.1 1.1
```
Positions in Å, forces in eV/Å.

multiplicity: 1
charge: +1
LUMO energy: -3.34 eV
HOMO level: -13.2 eV
orbital gap: 0.3629 hartree

=====

No. 2
Density functional theory data (wB97M-V/def2-TZVPD) for 2 unconnected molecules or ions with the total composition C5H12NOS in a non-equilibrium geometry.

Geometry as XYZ:
```
20
Properties=species:S:1:pos:R:3:forces:R:3
H 1.337672 1.986360 -0.516191 -0.7 -1.4 1.0
C 1.546998 1.107743 0.180237 -0.1 2.5 0.2
H 1.248399 1.440662 1.292010 1.4 -0.6 -2.3
H 3.618781 0.822530 0.667784 -0.9 -0.6 -0.4
O 1.471788 -1.208697 -0.074697 -0.3 1.0 -0.4
C -1.595387 -0.885397 -1.350912 2.5 0.5 0.4
C -1.637405 -0.904894 1.224649 -2.4 -2.0 -3.0
C 0.804378 -0.188616 0.009118 -2.5 -0.6 -0.1
H -1.348580 -0.382458 2.044157 0.0 1.5 2.7
H 3.513495 1.355058 -0.788673 -0.7 0.2 -0.9
H -2.721878 1.529908 0.992897 0.2 -0.1 0.3
N 2.973483 0.779851 -0.155314 1.1 -2.4 2.0
H -2.272093 -1.634094 -1.250925 -2.4 -2.3 0.5
H 2.804718 -0.394978 -0.439880 0.4 2.3 0.8
S -1.950386 1.484337 -0.100481 -0.1 0.6 -0.3
H -1.027686 -1.735465 1.112907 1.4 -1.9 0.2
H -0.753826 -1.365994 -1.864130 0.4 0.1 0.9
H -1.940260 -0.232423 -2.069575 -1.0 1.6 -1.4
H -2.651757 -1.395676 1.111147 0.6 1.0 1.0
C -1.420455 -0.177748 -0.024131 3.0 0.5 -1.1
```
Positions in Å, forces in eV/Å.

multiplicity: 1
charge: +1
LUMO energy: -3.35 eV
HOMO level: -12.3 eV
orbital gap: 0.3299 hartree

=====

No. 3
Density functional theory data (wB97M-V/def2-TZVPD) for a molecular structure, C20H28F3NiO5S in a non-equilibrium geometry.

Geometry as XYZ:
```
58
Properties=species:S:1:pos:R:3:forces:R:3
C -1.198760 -1.187465 2.870375 -1.8 1.3 0.2
H -3.739104 2.063016 -2.812277 0.5 0.0 -0.4
H -0.174301 -0.375113 4.698582 -0.3 0.1 -0.1
C 1.208750 -3.169880 4.368589 -0.8 0.6 0.2
H 2.907164 0.920136 4.690262 -0.4 -0.2 -0.3
H 0.154438 3.057360 2.029164 0.1 -0.4 0.2
S 1.973721 -2.515581 2.773656 -0.4 1.1 -1.2
C 2.827826 1.027260 2.461917 0.5 1.7 -0.5
H -2.320659 3.312042 -0.548393 0.0 -0.1 -0.1
H 2.123520 1.921339 0.490693 -0.1 -0.1 0.3
C -2.647186 2.167947 -2.981596 0.0 0.3 0.4
H 0.679537 2.399717 4.613063 -0.2 -0.3 -0.2
C -2.580896 0.627387 2.600971 0.8 0.5 0.6
H -0.978841 -2.240345 2.915608 0.2 0.3 -0.4
H 1.046608 -2.946604 -3.463741 0.2 0.3 0.0
F 0.954399 -2.145132 5.236048 0.3 -1.1 -0.7
C -0.825833 -0.132495 -1.393991 -0.1 0.0 -1.0
H -0.321239 -1.358477 -6.246871 0.2 0.1 0.0
C 0.943296 2.393393 2.381023 0.5 -0.2 0.0
O 0.926352 -0.876861 -3.368466 0.4 -0.2 -2.6
C -0.429864 1.331571 -1.717792 -0.6 -0.8 -0.1
O -2.246487 0.101026 -1.696071 0.8 1.1 0.5
H 1.235183 -3.067027 -5.755982 0.2 0.2 -0.1
O 2.134176 -3.711827 1.989031 0.1 0.1 0.4
H -2.410902 3.254319 -3.038596 -0.1 -0.7 0.0
F 0.043052 -3.826302 4.131643 0.9 0.4 0.3
C 1.967684 1.780840 1.556848 0.6 0.3 0.9
C -1.978190 1.554596 -1.754799 0.1 -0.1 0.3
Ni 0.875170 0.244232 2.239758 -1.9 0.4 1.9
H -0.597086 -0.458704 -0.375664 -0.4 0.0 0.0
H -1.768751 1.800909 4.314350 0.1 -0.1 -0.1
C -2.481728 2.228578 -0.487056 -0.4 0.0 -0.1
H 0.141054 1.805386 -0.908478 -0.3 0.2 -0.4
H -2.336422 1.673767 -3.914305 -0.2 0.1 0.3
C 0.597768 -0.954687 -5.812759 0.0 -0.2 0.5
H 2.599601 -2.067250 -3.441543 -0.3 -0.1 -0.2
H -0.809830 -0.117026 -4.336673 0.7 -0.2 0.1
C -2.183619 -0.607500 2.024925 0.1 -0.6 1.0
H -2.627807 -1.091946 1.162241 -0.1 0.0 0.2
H -0.440821 -0.821842 -2.141954 -0.2 -0.1 0.8
C -1.706834 0.921314 3.678781 -1.2 -0.6 -0.3
H 0.062935 1.420829 -2.704125 -0.2 0.2 0.8
F 2.042852 -4.023002 4.987809 -0.3 0.4 -0.4
H 3.764079 0.561226 2.185816 -0.3 -0.2 0.0
C 1.563157 -2.085854 -5.398352 0.1 0.3 0.3
H 1.068433 -0.271342 -6.524748 -0.2 -0.2 0.0
H -3.579919 2.046058 -0.401202 0.8 0.1 0.2
O 0.960902 -1.586704 2.100038 3.1 -3.5 0.6
C -0.859459 -0.208176 3.876746 0.0 -0.1 -0.8
C 1.582908 -2.067909 -3.858764 -0.3 -0.1 0.5
C 1.203174 2.028413 3.741295 0.7 0.9 -0.6
O 3.133939 -1.801919 3.263087 -0.4 -0.7 -0.1
H 0.698211 0.819771 -4.556415 -0.2 -0.4 0.1
C 0.286380 -0.203639 -4.507458 0.0 0.3 0.5
C 2.390163 1.260207 3.795110 -0.2 -0.2 -0.8
H -3.475509 1.190674 2.339756 0.5 0.2 -0.3
H 2.566354 -1.865493 -5.770976 -0.1 -0.2 -0.1
H -1.942722 1.872814 0.401862 -0.4 -0.1 -0.2
```
Positions in Å, forces in eV/Å.

multiplicity: 3
charge: -1
LUMO energy (spin up / spin down): 2.48 / 2.48 eV
HOMO level (spin up / spin down): -3.6 / -3.5 eV
orbital gap (spin up / spin down): 0.2221 / 0.2193 hartree

=====

Q: Which E values were calculated for the entries above? A: -1023.6770 -725.5140 -3361.0845, in a.u..
Q: Which ΔE to the lowest compared entry with this formula, charge and spin values were calculated for the entries above? A: 30.69 274.37 0.00, in kJ/mol.